Version A
{
  "formula": "C4H8O4",
  "method": "ωB97M-V/def2-TZVPD",
  "symbols": ["O", "O", "C", "C", "H", "H", "H", "H", "O", "O", "C", "C", "H", "H", "H", "H"],
  "positions_angstrom": [[-1.43, -2.24, 0.70], [-0.93, -1.23, -1.31], [-1.60, -2.15, -0.49], [-2.85, -2.78, -1.15], [-0.32, -0.57, -0.88], [-2.74, -3.14, -2.19], [-3.58, -1.96, -1.13], [-3.25, -3.61, -0.54], [1.57, 0.92, -0.18], [0.67, 2.70, 0.84], [1.70, 1.86, 0.59], [2.98, 2.30, 1.24], [-0.17, 2.70, 0.31], [3.37, 1.46, 1.84], [2.86, 3.18, 1.89], [3.72, 2.55, 0.46]],
  "smiles": "CC(=O)O.CC(=O)O",
  "e_lumo_ev": 0.48
}

---

Version B
{
  "formula": "C4H8O4",
  "method": "ωB97M-V/def2-TZVPD",
  "symbols": ["C", "C", "C", "C", "H", "H", "H", "H", "H", "H", "H", "H", "O", "O", "O", "O"],
  "positions_angstrom": [[0.88, -0.63, 0.39], [-1.40, -0.72, -0.30], [-1.49, 0.70, 0.29], [0.82, 0.72, -0.37], [1.76, -1.66, -0.93], [0.96, -0.45, 1.48], [-2.33, -1.28, -0.09], [-1.29, -0.62, -1.36], [-1.53, 0.60, 1.39], [-2.43, 1.16, -0.11], [0.90, 0.45, -1.45], [1.91, 1.62, 0.97], [2.00, -1.37, -0.03], [-0.26, -1.45, 0.19], [-0.37, 1.41, -0.09], [1.88, 1.54, 0.01]],
  "smiles": "O[C@@H]1OCCO[C@H]1O",
  "e_lumo_ev": 0.83
}

---

Question: which arrangement is favored energetically? Ranking from most to least stable: version A, version B.